Formula: C43H35BrIP2PdSi
Source: the Open Molecules 2025 dataset
Level of theory: wB97M-V/def2-TZVPD

Geometry as XYZ:
```
84
Properties=species:S:1:pos:R:3:forces:R:3:mulliken_charge:R:1
Pd -0.02712 -1.07940 -1.07993 -0.27 0.80 0.35 -0.920
C 3.50674 -1.95322 -2.50792 -0.14 0.05 0.17 -1.425
Si 2.25516 -1.28772 -1.20918 0.17 0.18 0.12 0.767
C 2.86002 0.56872 -1.00868 -0.15 -0.23 -0.10 0.143
C 4.22329 0.86754 -0.92412 0.07 0.11 0.01 -0.247
C 4.69120 2.17063 -0.87735 0.05 -0.07 0.00 -0.971
C 3.79119 3.22801 -0.92112 -0.05 0.10 0.00 -0.794
C 2.43393 2.96249 -0.97542 0.08 -0.02 -0.01 -0.038
C 1.96434 1.64533 -0.99867 0.03 0.28 0.07 -0.321
P 0.14940 1.32407 -1.05616 0.28 -0.62 -0.56 1.756
C -0.54615 2.57271 0.07978 -0.14 -0.15 0.18 0.254
C 0.13157 3.02477 1.21202 0.00 -0.01 -0.13 -0.415
C -0.52457 3.76671 2.18344 -0.04 0.04 0.06 -0.594
C -1.86997 4.06893 2.04522 0.01 0.02 0.02 -0.597
C -2.56005 3.61993 0.92529 -0.02 0.02 0.03 -0.709
C -1.90764 2.87197 -0.03862 0.00 0.02 -0.02 -0.830
C -0.24177 2.01641 -2.71542 -0.05 0.06 -0.06 0.529
C -0.62973 3.32712 -2.98084 0.05 -0.04 0.00 -0.268
C -0.90375 3.73017 -4.28180 -0.03 0.09 0.00 -0.734
C -0.77949 2.83643 -5.33360 -0.01 0.00 -0.05 -0.482
C -0.38762 1.52726 -5.08060 -0.03 0.06 -0.04 -0.773
C -0.13246 1.11921 -3.78186 -0.01 0.04 0.02 -0.546
C 2.95425 -1.95195 0.46271 -0.12 0.00 -0.23 0.331
C 4.22481 -2.52024 0.57948 0.07 -0.02 0.01 -0.423
C 4.69634 -3.02077 1.78362 0.03 0.01 -0.02 -0.783
C 3.88811 -2.96717 2.90949 0.00 -0.02 0.09 -0.824
C 2.61906 -2.41648 2.81862 0.04 0.04 -0.10 0.053
C 2.14487 -1.90971 1.60596 0.15 -0.08 0.20 -0.576
P 0.40656 -1.28360 1.47314 0.10 -0.52 -0.24 1.686
C -0.48885 -2.88605 1.51467 -0.03 0.01 0.22 0.320
C -1.84357 -2.89838 1.84788 0.03 -0.01 -0.09 -0.578
C -2.56250 -4.08475 1.86471 -0.03 0.04 -0.03 -0.758
C -1.94379 -5.27360 1.51167 -0.03 -0.11 -0.01 -0.565
C -0.60775 -5.26700 1.13646 0.02 0.01 -0.01 -0.683
C 0.11770 -4.08511 1.13961 -0.08 -0.02 0.05 -0.575
C 0.23705 -0.69509 3.21875 -0.06 0.21 0.00 -0.291
C 1.02212 0.42717 3.50642 -0.04 -0.05 -0.02 -0.357
C 0.97924 1.03883 4.74513 0.02 0.04 0.01 -0.629
C 0.12240 0.55581 5.72738 0.00 0.00 0.03 -0.623
C -0.66634 -0.54989 5.45567 -0.02 0.02 0.08 -0.710
C -0.60779 -1.17538 4.21536 0.09 -0.04 -0.04 -0.135
H 4.53120 -1.60396 -2.34666 0.02 -0.04 -0.02 0.400
H 3.20134 -1.64138 -3.50906 -0.02 0.01 0.01 0.284
H 3.50574 -3.04678 -2.48684 0.00 0.00 -0.02 0.314
H 4.94052 0.05322 -0.88652 0.00 0.01 -0.02 0.312
H 5.75626 2.36716 -0.81629 -0.01 -0.01 0.01 0.386
H 4.14697 4.25212 -0.90949 -0.01 -0.01 0.01 0.406
H 1.73139 3.78886 -0.99913 -0.01 0.00 0.00 0.405
H 1.18097 2.79196 1.33467 0.01 -0.02 0.02 0.270
H 0.01717 4.09859 3.06102 0.01 -0.01 0.00 0.389
H -2.38355 4.63914 2.80956 0.01 0.00 0.00 0.373
H -3.61645 3.83638 0.82006 0.01 0.00 -0.04 0.412
H -2.46255 2.49931 -0.89363 0.00 -0.03 0.02 0.651
H -0.72662 4.03808 -2.16843 0.00 -0.01 -0.02 0.368
H -1.21813 4.74943 -4.47560 0.02 0.00 0.02 0.415
H -0.98749 3.15986 -6.34679 -0.01 -0.02 0.01 0.372
H -0.29724 0.82374 -5.89993 0.03 -0.02 0.03 0.436
H 0.14914 0.09155 -3.56347 -0.01 0.00 0.00 0.481
H 4.85939 -2.57678 -0.29951 0.01 0.00 0.03 0.331
H 5.68988 -3.45162 1.84639 -0.01 -0.01 -0.01 0.378
H 4.24025 -3.36172 3.85601 -0.01 0.00 -0.01 0.401
H 1.99009 -2.39686 3.69946 -0.02 0.01 0.03 0.449
H -2.33970 -1.96071 2.07048 -0.06 -0.02 0.01 0.739
H -3.61133 -4.07934 2.13562 -0.01 0.02 -0.01 0.418
H -2.50316 -6.20173 1.51048 -0.01 0.02 0.01 0.364
H -0.12329 -6.18970 0.83993 -0.01 0.00 -0.01 0.405
H 1.15452 -4.09285 0.83203 0.03 0.02 0.03 0.297
H 1.68665 0.80120 2.73375 0.02 0.06 0.04 0.333
H 1.60922 1.89712 4.94898 0.00 0.00 -0.02 0.455
H 0.07583 1.03667 6.69700 -0.01 0.00 -0.01 0.355
H -1.33121 -0.93589 6.22009 0.01 -0.02 -0.02 0.406
H -1.20731 -2.05831 4.04105 -0.01 0.02 0.01 0.465
Br -5.23658 -1.94445 -0.00639 0.04 0.00 0.05 -0.182
C -4.99734 -0.93641 -1.59345 0.04 -0.04 -0.09 0.569
C -6.01216 -0.05713 -1.94875 0.00 -0.01 0.01 -0.528
C -5.89926 0.68565 -3.11193 -0.01 0.01 0.01 -0.487
C -4.77484 0.54950 -3.91309 -0.05 0.05 -0.06 -0.662
C -3.76292 -0.32173 -3.54617 0.06 0.00 -0.01 -0.311
C -3.86539 -1.07678 -2.38399 0.45 -0.20 0.39 -0.257
I -2.17516 -2.32164 -1.87024 -0.45 0.00 -0.33 0.202
H -6.87780 0.03870 -1.30747 -0.01 0.00 -0.02 0.382
H -6.68660 1.37483 -3.38951 -0.01 -0.01 0.01 0.365
H -4.68835 1.13047 -4.82288 0.07 -0.01 0.01 0.383
H -2.87054 -0.41252 -4.15255 -0.01 0.03 0.00 0.390
```
Positions in Å, forces in eV/Å.

Output
HOMO-LUMO gap in eV: 5.189
HOMO level in eV: -2.8
2S+1: 1
Charge: -1
ΔE to the lowest compared entry with this formula, charge and spin in kcal/mol: 1.7